# 1
{
  "formula": "C5H12N2O",
  "method": "ωB97M-V/def2-TZVPD",
  "mol_weight_da": 116.16,
  "relative_energy_kcal_mol": 185.5,
  "orbital_gap_ev": 4.055,
  "fmax_ev_per_a": 2.7,
  "elements": ["O", "N", "N", "C", "C", "C", "C", "C", "H", "H", "H", "H", "H", "H", "H", "H", "H", "H", "H", "H"],
  "coordinates": [[-3.1204, 0.6922, -0.3487], [1.6299, 0.2630, 0.0115], [-1.0986, -0.4933, -0.1340], [2.9328, 0.8482, -0.1166], [0.6258, 1.2065, 0.2596], [-2.4882, -0.3698, -0.6897], [-0.6189, 0.4380, 0.8512], [-0.5930, -1.8661, -0.0979], [-2.3131, -0.4870, -1.8036], [-0.7861, -2.3419, -1.0558], [3.7000, 0.4241, 0.5589], [-1.4532, 1.1380, 0.9655], [3.0630, 1.9234, 0.0478], [-0.4343, -0.1395, 1.7530], [-1.0957, -2.3810, 0.7317], [3.3202, 0.5127, -1.0844], [0.3600, 1.7990, -0.6242], [-2.9777, -1.3353, -0.3981], [0.8752, 1.9339, 1.0612], [0.4722, -1.7654, 0.1124]],
  "forces_ev_per_a": [[-0.1, 0.1, -0.2], [0.0, 0.7, -0.8], [0.3, -1.0, 0.1], [0.8, -0.5, 0.8], [0.1, -0.3, 1.9], [0.4, 1.1, 0.1], [-1.6, -0.6, -2.1], [0.1, 1.1, 0.6], [0.0, -0.1, 0.1], [0.0, -0.1, 0.1], [-0.5, -0.4, 0.1], [0.1, 0.1, 0.3], [-0.5, 0.1, -0.4], [0.6, 0.5, 0.2], [0.2, -0.3, -0.2], [0.0, 0.3, -0.3], [-0.6, -0.3, 0.0], [0.2, -0.1, 0.1], [0.6, 0.3, -0.4], [0.0, -0.5, -0.1]]
}

# 2
{
  "formula": "C5H12N2O",
  "method": "ωB97M-V/def2-TZVPD",
  "mol_weight_da": 116.16,
  "relative_energy_kcal_mol": 143.4,
  "orbital_gap_ev": 7.386,
  "fmax_ev_per_a": 5.2,
  "elements": ["O", "N", "N", "C", "C", "C", "C", "C", "H", "H", "H", "H", "H", "H", "H", "H", "H", "H", "H", "H"],
  "coordinates": [[-2.1139, 1.0118, 0.7143], [-0.4335, -0.5017, -0.8986], [-0.0811, 0.6383, 2.2086], [0.7056, 0.3451, -1.0064], [-1.1015, 0.3140, 1.3893], [0.7006, 1.1075, -2.3180], [-0.6861, -1.0083, 0.2784], [0.5149, -1.7345, 0.9572], [1.5859, -0.2957, -0.8736], [-1.5301, -0.2593, 2.2394], [-1.6379, 1.3245, -0.0651], [0.0765, -2.2056, 1.8357], [-0.2921, 1.4522, -2.6007], [0.9834, 0.4371, -3.1379], [0.8567, 1.1029, -0.1975], [0.2271, 1.5924, 1.9363], [1.0008, -2.4890, 0.3355], [1.2628, -0.9834, 1.1915], [1.4449, 1.9025, -2.2553], [-1.4830, -1.7505, 0.2670]],
  "forces_ev_per_a": [[2.1, 0.6, 0.3], [-1.3, 2.0, 0.2], [-0.1, 2.7, -3.2], [0.5, -0.3, -0.4], [-1.3, -0.7, 5.0], [0.6, -0.7, -0.5], [2.5, -4.2, -1.2], [-0.3, 0.8, 0.5], [0.4, 0.2, -0.3], [-1.3, -1.4, -1.5], [-0.6, 0.4, -0.4], [0.5, 0.0, 0.3], [0.0, 0.4, 0.4], [0.1, 0.1, 0.1], [-0.6, -0.5, 0.4], [0.3, 0.0, 0.4], [-0.5, 0.0, -0.3], [0.1, -0.2, 0.5], [-0.2, 0.2, -0.3], [-0.8, 0.7, 0.0]]
}

# 3
{
  "formula": "C5H12N2O",
  "method": "ωB97M-V/def2-TZVPD",
  "mol_weight_da": 116.16,
  "relative_energy_kcal_mol": 103.9,
  "orbital_gap_ev": 9.564,
  "fmax_ev_per_a": 4.3,
  "smiles": "CCN(C)/N=C/OC",
  "elements": ["O", "N", "N", "C", "C", "C", "C", "C", "H", "H", "H", "H", "H", "H", "H", "H", "H", "H", "H", "H"],
  "coordinates": [[-0.9300, 0.4278, 2.4584], [0.7689, 0.0279, -0.6251], [-0.2285, -0.3457, 0.3775], [0.0720, 0.1781, -1.9004], [0.8889, 0.7929, -3.1232], [1.6960, -1.0518, -0.6605], [-0.1680, 0.4968, 1.3808], [-2.1055, -0.4034, 2.4701], [0.7097, 1.2745, 1.5727], [1.6023, 0.1075, -3.4375], [1.4142, -2.0834, -1.1150], [-0.6956, -0.5352, -2.1903], [-2.3981, -0.1876, 3.5195], [0.2406, 0.9111, -4.0101], [2.5437, -0.7674, -1.3010], [1.2217, 1.7801, -2.6621], [-1.9052, -1.5305, 2.3347], [2.1799, -1.1660, 0.2293], [-2.9257, -0.0841, 1.6407], [-0.6315, 1.0086, -1.5154]],
  "forces_ev_per_a": [[-0.4, -0.2, -0.5], [-0.2, -1.4, -0.2], [-0.2, 2.5, 1.6], [-2.2, 3.8, 0.1], [-2.2, 1.1, 2.7], [1.0, -1.4, -3.5], [2.4, -0.7, -1.2], [-1.2, -0.5, -0.7], [-2.0, -1.5, -0.9], [2.0, -0.8, -0.3], [-0.4, 1.5, 1.0], [0.6, -1.2, 0.1], [-0.7, -0.5, -0.9], [0.0, 0.3, 0.7], [-0.3, 0.2, -0.2], [0.2, -1.3, -1.4], [0.0, 1.9, 0.1], [0.8, -0.6, 2.8], [2.1, -0.5, 2.0], [0.7, -0.7, -1.3]]
}

# 4
{
  "formula": "C5H12N2O",
  "method": "ωB97M-V/def2-TZVPD",
  "mol_weight_da": 116.16,
  "relative_energy_kcal_mol": 286.5,
  "orbital_gap_ev": 3.805,
  "fmax_ev_per_a": 7.0,
  "elements": ["O", "N", "N", "C", "C", "C", "C", "C", "H", "H", "H", "H", "H", "H", "H", "H", "H", "H", "H", "H"],
  "coordinates": [[-3.2503, 0.5101, 0.4241], [-1.2674, -0.8200, 0.3966], [1.8155, 0.6950, 0.6288], [3.2529, 0.8991, 0.3241], [1.0346, 0.2835, -0.4755], [1.2717, -1.2091, -0.8793], [-0.4865, 0.4380, -0.1705], [-2.6778, -0.6417, 0.3906], [2.2422, -1.5574, -1.2814], [-1.9421, -1.0415, -0.6987], [-1.4709, -0.6162, -2.2680], [-1.1666, 0.8377, -1.0001], [3.9589, 0.0173, 0.3153], [0.3243, -1.2333, -1.5685], [1.1841, 1.0664, -1.2833], [3.7005, 1.6482, 1.1191], [3.5650, 1.3903, -0.6348], [-3.1687, -1.5468, 0.6898], [-0.5454, 0.9698, 0.8165], [1.1150, -1.7590, 0.0872]],
  "forces_ev_per_a": [[1.4, -4.0, -0.8], [-0.6, 0.3, -4.5], [1.5, -0.7, -1.5], [1.3, 1.6, 1.2], [-1.0, 1.4, 0.1], [-0.6, -0.1, 0.6], [-2.4, -0.5, 3.1], [-0.7, 6.1, 3.3], [-0.6, 0.7, -0.2], [2.6, -0.8, -0.3], [0.3, -0.5, 0.3], [1.5, 0.0, 1.4], [-1.2, 0.3, 0.5], [1.2, -0.7, 0.4], [0.3, -1.1, -0.1], [-1.1, -1.7, -1.2], [-1.2, -0.4, 0.2], [-0.6, -0.7, -0.2], [0.0, 0.7, -1.3], [-0.3, 0.2, -1.1]]
}

# 5
{
  "formula": "C5H12N2O",
  "method": "ωB97M-V/def2-TZVPD",
  "mol_weight_da": 116.16,
  "relative_energy_kcal_mol": 38.8,
  "orbital_gap_ev": 9.279,
  "fmax_ev_per_a": 2.4,
  "smiles": "CC(N)=O.C=CNC",
  "elements": ["O", "N", "N", "C", "C", "C", "C", "C", "H", "H", "H", "H", "H", "H", "H", "H", "H", "H", "H", "H"],
  "coordinates": [[-0.8875, 1.2911, 2.2951], [1.3913, 0.9109, 2.0038], [-0.4019, 0.1382, -0.9353], [-0.2076, -0.6783, -2.0885], [0.0726, 0.5151, 2.1734], [0.0360, -1.0309, 2.1210], [0.0471, 1.5443, -1.2036], [-1.0438, -1.6722, -2.4329], [-0.4607, 2.0685, -1.9988], [1.6775, 1.8501, 2.1807], [-0.9314, -1.4006, 2.4213], [-0.1847, 2.1099, -0.2789], [0.1887, -1.3149, 1.0912], [0.8643, -1.4200, 2.7458], [0.7867, -0.6015, -2.5322], [1.1403, 1.4734, -1.3747], [2.0810, 0.1930, 1.7534], [-1.3576, 0.1067, -0.6370], [-0.8019, -2.2391, -3.3380], [-2.0082, -1.8437, -1.9658]],
  "forces_ev_per_a": [[1.9, -1.5, -0.1], [-0.6, -0.8, 0.0], [1.0, 0.8, -1.9], [-0.7, -1.0, 1.5], [-0.1, 0.3, -0.3], [0.0, 0.9, 0.5], [0.2, -0.8, 1.8], [0.6, 0.6, -1.0], [-0.1, -0.2, -0.6], [0.1, 0.4, -0.2], [-0.2, -0.1, 0.3], [0.5, -0.2, -0.4], [0.2, -0.1, -0.4], [-0.7, 0.0, -0.3], [-0.4, 0.3, -0.1], [-0.7, 0.4, 0.1], [-0.6, 0.9, 0.4], [-0.5, 0.0, 0.2], [-0.1, 0.0, 0.6], [0.1, 0.1, 0.0]]
}

# 6
{
  "formula": "C5H12N2O",
  "method": "ωB97M-V/def2-TZVPD",
  "mol_weight_da": 116.16,
  "relative_energy_kcal_mol": 48.8,
  "orbital_gap_ev": 8.520,
  "fmax_ev_per_a": 3.5,
  "smiles": "C/C=C(/C)N.NC=O",
  "elements": ["O", "N", "N", "C", "C", "C", "C", "C", "H", "H", "H", "H", "H", "H", "H", "H", "H", "H", "H", "H"],
  "coordinates": [[-0.2739, 0.9209, 2.2251], [0.9014, 1.5820, -0.3678], [-1.3813, -0.9402, 1.4629], [0.7569, 0.1832, -0.4343], [-0.2290, -0.2227, 1.8052], [2.0602, -0.5760, -0.5029], [-0.3807, -0.3498, -0.9759], [-1.5967, 0.4437, -1.3349], [1.8323, 1.8941, -0.1270], [-2.2221, -0.3881, 1.3618], [1.8974, -1.6349, -0.6938], [2.6990, -0.1788, -1.2933], [-2.4681, -0.2012, -1.4351], [2.6005, -0.4668, 0.4392], [0.5924, -0.9221, 2.0482], [-0.3772, -1.3944, -1.2539], [-1.4361, -1.9257, 1.6698], [-1.4378, 0.9538, -2.2888], [0.2472, 2.0198, 0.2702], [-1.7845, 1.2030, -0.5748]],
  "forces_ev_per_a": [[0.4, -0.2, -1.1], [0.0, 0.4, 0.5], [0.5, 0.7, 0.5], [-0.5, -0.4, -3.3], [-2.2, -1.2, 2.5], [-0.3, 0.0, 0.7], [1.6, 0.7, 0.2], [0.3, -0.1, 0.3], [0.0, -0.2, 0.1], [0.0, -0.3, 0.2], [0.0, 0.0, 0.0], [-0.1, 0.1, 0.0], [-0.1, 0.1, 0.1], [0.2, -0.1, 0.1], [0.3, 0.4, -0.6], [0.0, -0.1, 0.3], [0.0, 0.2, -0.2], [0.0, 0.1, 0.0], [0.0, 0.0, -0.1], [-0.2, 0.1, -0.1]]
}